Record 1
The molecule C12H14S, computed with the ωB97M-V functional and the def2-TZVPD basis.

Each line ends with the Mulliken charge.
Geometry (Å):
C1 0.043 3.650 0.749  -1.41
C2 0.939 2.720 -0.003  -0.05
C3 0.749 1.428 -0.324  -0.88
C4 -0.563 0.572 -0.287  1.12
C5 -1.678 1.166 -0.758  -0.40
C6 -2.926 0.495 -0.732  -0.68
C7 -2.947 -0.820 -0.184  -0.50
C8 -1.741 -1.350 0.220  0.04
C9 -0.543 -0.754 0.138  -0.28
C10 0.699 -1.514 0.380  -0.50
S1 1.171 -0.694 2.166  -0.16
C11 1.239 -2.378 -0.527  0.27
C12 2.468 -3.197 -0.406  -1.40
H1 -0.901 3.118 0.909  0.36
H2 0.600 4.033 1.517  0.43
H3 -0.194 4.473 0.146  0.34
H4 1.947 3.150 -0.169  0.35
H5 1.572 0.879 -0.654  0.43
H6 -1.556 1.994 -1.427  0.52
H7 -3.751 0.772 -1.413  0.31
H8 -3.789 -1.457 0.026  0.40
H9 -1.931 -2.346 0.783  0.19
H10 1.969 -1.604 2.571  0.12
H11 0.794 -2.252 -1.578  0.30
H12 2.393 -4.155 -0.764  0.41
H13 3.218 -2.613 -0.952  0.28
H14 2.718 -3.315 0.572  0.38

Computed properties:
SMILES: C/C=C\c1ccccc1/C(S)=C/C
Lowest unoccupied orbital energy (eV): 0.53
Energy relative to the best compared isomer or geometry (same formula, charge and spin) (kcal per mole): 0.00
Charge: 0
Spin multiplicity: 1
Molar mass (g mol⁻¹): 190.311
Orbital gap (eV): 9.043


Record 2
A structure of composition C12H15AsN4O8PtS2, computed with the ωB97M-V functional and the def2-TZVPD basis.

Each line ends with the Mulliken charge.
Geometry (Å):
Pt1 0.025 -0.180 0.090  1.01
O1 2.304 -2.169 -1.938  -0.90
As1 2.598 -1.774 -0.178  1.35
O2 4.201 -1.961 -0.024  -0.80
O3 2.000 -0.164 -0.283  -0.65
C1 1.321 -3.053 0.548  0.39
C2 0.942 -4.145 -0.224  -0.49
C3 0.017 -5.055 0.275  -0.66
C4 -0.537 -4.882 1.535  -0.48
C5 -0.165 -3.791 2.313  -0.76
C6 0.763 -2.897 1.812  0.05
S1 1.192 -1.443 2.743  1.25
O4 2.572 -1.208 2.398  -0.66
O5 0.836 -1.643 4.115  -0.72
O6 0.265 -0.416 2.137  -0.55
H1 3.122 -2.537 -2.294  0.27
H2 1.355 -4.272 -1.214  0.46
H3 -0.269 -5.907 -0.328  0.39
H4 -1.250 -5.599 1.921  0.42
H5 -0.557 -3.633 3.309  0.54
C7 -2.752 2.648 3.732  -0.64
O7 -3.007 1.333 3.211  -0.39
C8 -2.473 1.118 2.004  0.68
O8 -1.872 1.900 1.326  -0.60
N1 -2.752 -0.163 1.591  -0.11
N2 -2.026 -0.670 0.486  -0.55
H6 -3.216 2.662 4.713  0.24
H7 -3.194 3.401 3.084  0.29
H8 -1.680 2.815 3.812  0.30
H9 -3.097 -0.843 2.247  0.27
H10 -2.635 -0.655 -0.330  0.39
H11 -1.851 -1.655 0.686  0.27
S2 -0.698 0.203 -2.072  -0.56
C9 0.603 1.005 -2.875  0.61
N3 1.826 0.431 -2.888  0.12
C10 2.903 1.056 -3.374  0.12
C11 2.749 2.276 -3.976  -0.73
C12 1.441 2.761 -4.052  0.03
N4 0.397 2.161 -3.509  -0.52
H12 1.919 -0.499 -2.440  0.07
H13 3.848 0.543 -3.263  0.45
H14 3.587 2.817 -4.383  0.39
H15 1.229 3.692 -4.567  0.42

Computed properties:
Lowest unoccupied orbital energy (eV): -0.79
Energy relative to the best compared isomer or geometry (same formula, charge and spin) (kcal per mole): 0.00
Charge: 0
Spin multiplicity: 1
Molar mass (g mol⁻¹): 677.406
Orbital gap (eV): 7.889


Record 3
A structure of composition C12H15AuOSe4, computed with the ωB97M-V functional and the def2-TZVPD basis.

Each line ends with the Mulliken charge.
Geometry (Å):
Au1 -0.073 0.098 0.637  0.06
Se1 2.124 1.199 1.422  -0.62
Se2 3.448 0.842 -0.520  -0.29
Se3 2.055 -0.542 -1.829  0.01
Se4 1.409 0.636 -3.756  -0.78
C1 -0.152 2.817 -0.716  -0.81
C2 -0.935 1.978 0.264  0.39
O1 -2.005 2.346 0.695  -0.52
H1 -0.689 3.744 -0.938  0.36
H2 0.030 2.243 -1.633  0.07
H3 0.831 3.013 -0.284  0.26
C3 -3.083 -2.949 -0.050  -1.76
C4 -1.802 -2.201 -0.470  2.55
C5 -2.206 -1.137 -1.498  -2.29
C6 -1.104 -1.542 0.713  -1.10
C7 -0.805 -3.204 -1.058  0.36
C8 -0.360 -4.271 -0.273  -0.44
C9 0.560 -5.187 -0.752  -0.71
C10 1.073 -5.055 -2.038  -0.35
C11 0.653 -3.995 -2.823  -0.71
C12 -0.281 -3.085 -2.343  -0.21
H4 -3.781 -2.241 0.405  0.43
H5 -2.867 -3.727 0.686  0.37
H6 -3.572 -3.420 -0.910  0.36
H7 -2.831 -0.390 -1.005  0.42
H8 -2.766 -1.579 -2.330  0.46
H9 -1.334 -0.614 -1.894  0.38
H10 -1.205 -2.109 1.645  0.29
H11 -0.721 -4.363 0.745  0.27
H12 0.900 -5.993 -0.111  0.33
H13 1.816 -5.753 -2.407  0.35
H14 1.075 -3.842 -3.810  0.37
H15 -0.553 -2.247 -2.971  0.48

Computed properties:
Lowest unoccupied orbital energy (eV): 5.04
Energy relative to the best compared isomer or geometry (same formula, charge and spin) (kcal per mole): 0.00
Charge: -2
Spin multiplicity: 1
Molar mass (g mol⁻¹): 688.058
Orbital gap (eV): 5.145


Record 4
A structure of composition C12H15BCl2EuN6O2, computed with the ωB97M-V functional and the def2-TZVPD basis.

Each line ends with the Löwdin spin population.
Geometry (Å):
H1 0.968 3.513 0.005  0.00
N1 0.639 1.865 -1.305  -0.01
B1 0.226 0.451 -3.413  0.00
N2 0.599 1.783 -2.705  0.00
C1 0.911 2.983 -3.225  0.00
Eu1 0.449 0.362 0.762  6.20
H2 0.934 3.103 -4.325  0.00
C2 1.145 3.904 -2.219  0.00
H3 1.419 4.929 -2.309  0.00
C3 0.944 3.159 -1.015  0.00
H4 0.249 0.518 -4.616  0.00
C4 -1.006 -2.100 1.150  0.36
H5 -0.858 -2.191 2.253  0.01
H6 -0.305 -2.621 0.481  0.04
H7 -2.064 -2.095 0.823  0.01
N3 -1.265 0.070 -2.981  0.00
N4 1.174 -0.668 -2.859  0.00
N5 -1.532 -0.075 -1.641  0.00
N6 1.322 -0.854 -1.487  -0.01
C5 -2.384 -0.217 -3.732  0.00
C6 1.959 -1.560 -3.524  0.00
H8 -2.383 -0.157 -4.808  0.00
H9 2.008 -1.561 -4.587  0.00
C7 -3.401 -0.585 -2.826  0.00
C8 2.588 -2.358 -2.578  0.00
C9 -2.827 -0.523 -1.553  0.01
C10 2.158 -1.900 -1.335  0.00
H10 -4.427 -0.875 -3.090  0.00
H11 3.276 -3.148 -2.795  0.00
H12 -3.296 -0.784 -0.615  0.01
H13 2.416 -2.298 -0.364  0.00
H14 -2.102 -0.453 1.505  0.35
Cl1 0.178 2.387 2.368  0.01
C11 0.736 1.325 3.800  0.00
Cl2 -0.409 0.019 4.115  0.02
C12 2.106 0.708 3.487  0.00
O1 2.917 0.828 4.425  0.00
O2 2.201 0.107 2.351  -0.01
H15 0.771 1.974 4.666  0.00

Computed properties:
Lowest unoccupied orbital energy (alpha / beta) (eV): -2.75 / -0.52
Charge: 0
Spin multiplicity: 8
Molar mass (g mol⁻¹): 508.974
Orbital gap (alpha / beta) (eV): 4.186 / 7.765


| no. | calculated total energy (a.u.) |
| --- | --- |
| 1 | -863.7184 |
| 2 | -4438.7055 |
| 3 | -10282.8933 |
| 4 | -2600.7737 |